Below is a single C6H15NSi2 molecule in a non-equilibrium geometry, with properties calculated with ωB97M-V/def2-TZVPD.

Last column: natural (NBO) charge in e.
Geometry (Å):
C: -1.82 3.46 2.30  -0.34
C: -1.83 2.31 1.64  -0.63
Si: -0.28 1.28 1.33  1.31
C: 0.98 2.23 0.26  -1.09
C: -0.93 -0.43 0.28  -0.78
C: -0.11 -1.66 -0.21  -0.43
N: -0.73 -2.90 -1.11  -1.05
Si: 0.55 -2.06 -1.91  1.45
C: 2.22 -2.91 -2.21  -1.10
H: -2.71 4.04 2.48  0.19
H: -0.91 3.88 2.68  0.18
H: -2.78 1.93 1.28  0.22
H: 0.33 0.87 2.61  -0.19
H: 1.30 3.15 0.75  0.24
H: 1.86 1.62 0.07  0.24
H: 0.55 2.50 -0.70  0.24
H: -1.45 -0.02 -0.59  0.22
H: -1.71 -0.81 0.94  0.21
H: 0.44 -2.08 0.62  0.20
H: -0.70 -3.78 -0.61  0.38
H: 0.04 -1.31 -3.05  -0.19
H: 2.86 -2.91 -1.33  0.25
H: 2.05 -3.95 -2.49  0.25
H: 2.77 -2.44 -3.02  0.24

The LUMO energy is 0.89 eV. Its molar mass is 157.4 g mol⁻¹. The value obtained for the HOMO energy is -8.5 eV. For the orbital gap, the calculation gives 0.347 hartree. Its energy is -23708.7675 eV. The spin multiplicity is 1. The structure (SMILES) is C=C[Si@H](C)C[C@H]1N[Si@@H]1C. The calculation puts the energy relative to the best compared isomer or geometry (same formula, charge and spin) at 13.5 kcal per mole.

Below is 2 unconnected molecules or ions with the total composition C6H15O in a non-equilibrium geometry, with properties calculated with ωB97M-V/def2-TZVPD.

Last column: natural (NBO) charge in e.
Geometry (Å):
C: -0.12 2.39 0.50  -0.01
O: -0.15 1.06 0.20  -0.99
C: -0.35 2.62 2.00  -0.64
H: -0.87 2.96 -0.09  0.08
H: 0.87 2.86 0.25  0.07
H: -0.32 3.68 2.29  0.16
H: 0.41 2.06 2.54  0.19
H: -1.33 2.20 2.24  0.18
C: 0.69 -1.82 1.10  -0.63
C: -0.47 -0.78 -2.40  -0.61
C: 0.56 -1.26 -1.41  -0.41
C: -0.13 -1.92 -0.19  -0.38
H: 1.65 -2.33 1.03  0.17
H: 0.11 -2.30 1.90  0.18
H: 0.77 -0.75 1.29  0.27
H: -0.06 -0.14 -3.18  0.19
H: -1.19 -0.17 -1.85  0.24
H: -1.00 -1.61 -2.88  0.17
H: 1.13 -0.42 -1.01  0.25
H: 1.27 -2.00 -1.83  0.16
H: -1.07 -1.38 -0.04  0.22
H: -0.41 -2.95 -0.45  0.15

The LUMO energy is 4.29 eV. Its molar mass is 103.2 g mol⁻¹. The value obtained for the HOMO energy is -2.5 eV. For the orbital gap, the calculation gives 0.249 hartree. Its energy is -8512.3836 eV. The spin multiplicity is 1. The calculation puts the energy relative to the best compared isomer or geometry (same formula, charge and spin) at 3.5 kcal per mole. Its charge is -1.

Below is 2 unconnected molecules or ions with the total composition C6H15O3SSi in a non-equilibrium geometry, with properties calculated with ωB97M-V/def2-TZVPD.

Last column: natural (NBO) charge in e.
Geometry (Å):
C: 2.98 0.29 -0.71  -0.60
C: 0.09 -1.76 -1.21  -0.68
C: -1.57 -1.22 1.70  -1.08
C: -0.22 1.64 1.72  -1.09
C: 1.48 0.34 -1.12  -0.48
C: 0.59 -0.59 -0.48  -0.34
O: -1.90 2.09 -1.39  -0.98
O: -2.65 -0.17 -2.18  -0.99
O: -3.76 0.89 -0.30  -0.99
Si: -0.01 -0.23 1.21  1.33
S: -2.49 0.85 -1.08  2.03
H: 3.63 0.88 -1.34  0.20
H: 3.52 -0.64 -0.76  0.20
H: 3.18 0.73 0.27  0.20
H: 0.87 -2.40 -1.53  0.20
H: -0.45 -1.47 -2.20  0.26
H: -0.57 -2.48 -0.79  0.22
H: -2.41 -0.51 1.81  0.26
H: -1.84 -1.98 1.10  0.22
H: -1.27 -1.70 2.63  0.22
H: -1.32 1.99 1.73  0.25
H: 0.28 1.89 2.66  0.22
H: 0.06 2.32 1.00  0.23
H: 1.18 1.38 -0.93  0.23
H: 1.54 0.31 -2.20  0.21
H: 1.07 -0.48 2.38  -0.23

The LUMO energy (spin up / spin down) is 3.33 / 2.73 eV. Its molar mass is 195.3 g mol⁻¹. The value obtained for the HOMO energy (spin up / spin down) is -3.5 / -5.3 eV. For the orbital gap (spin up / spin down), the calculation gives 0.250 / 0.293 hartree. Its energy is -31319.3049 eV. The spin multiplicity is 3. The expectation value of S² is 2.01. Its charge is -1.

Below is 2 unconnected molecules or ions with the total composition C6H15S, with properties calculated with ωB97M-V/def2-TZVPD.

Last column: natural (NBO) charge in e.
Geometry (Å):
C: -1.88 -3.40 -0.33  -0.62
C: -1.87 -1.99 0.27  -0.51
S: -0.44 -1.00 -0.31  -0.74
H: -0.96 -3.92 -0.03  0.20
H: -1.86 -3.33 -1.42  0.20
H: -2.74 -3.99 -0.01  0.17
H: -1.84 -2.05 1.36  0.17
H: -2.79 -1.47 -0.02  0.17
C: 0.69 2.23 -1.69  -0.62
C: 1.55 1.78 -0.51  -0.40
C: 0.84 2.00 0.83  -0.41
C: 1.54 1.26 1.97  -0.61
H: -0.19 1.58 -1.73  0.24
H: 1.21 2.04 -2.63  0.19
H: 0.42 3.29 -1.65  0.18
H: 2.51 2.30 -0.57  0.17
H: 1.74 0.71 -0.59  0.23
H: -0.15 1.57 0.71  0.24
H: 0.78 3.08 1.02  0.16
H: 1.50 0.20 1.75  0.24
H: 1.00 1.44 2.91  0.19
H: 2.57 1.60 2.11  0.17

The LUMO energy is 4.17 eV. Its molar mass is 119.3 g mol⁻¹. The value obtained for the HOMO energy is -2.4 eV. For the orbital gap, the calculation gives 0.243 hartree. Its energy is -17301.4487 eV. The spin multiplicity is 1. The calculation puts the energy relative to the best compared isomer or geometry (same formula, charge and spin) at 0.1 kcal per mole. Its charge is -1.

Below is 2 unconnected molecules or ions with the total composition C6H16 in a non-equilibrium geometry, with properties calculated with ωB97M-V/def2-TZVPD.

Last column: natural (NBO) charge in e.
Geometry (Å):
C: -0.50 -2.24 -0.57  -0.62
C: -1.27 -0.94 -0.53  -0.40
C: -2.26 -0.45 -1.59  -0.60
H: 0.56 -2.12 -0.33  0.22
H: -1.02 -3.08 -0.09  0.21
H: -0.34 -2.48 -1.64  0.20
H: -0.47 -0.14 -0.78  0.19
H: -1.67 -0.78 0.48  0.20
H: -3.23 -0.94 -1.65  0.20
H: -1.81 -0.63 -2.58  0.20
H: -2.45 0.63 -1.51  0.21
C: 0.52 0.68 1.75  -0.62
C: 1.33 0.76 0.46  -0.39
C: 2.14 2.10 0.57  -0.61
H: 0.32 -0.35 2.08  0.21
H: 0.97 1.11 2.64  0.21
H: -0.47 1.12 1.63  0.21
H: 2.06 -0.05 0.41  0.19
H: 0.66 0.66 -0.43  0.19
H: 2.64 2.30 -0.37  0.20
H: 1.35 2.81 0.73  0.20
H: 2.94 2.03 1.30  0.21

The LUMO energy is 1.07 eV. Its molar mass is 88.2 g mol⁻¹. The value obtained for the HOMO energy is -10.3 eV. For the orbital gap, the calculation gives 0.419 hartree. Its energy is -6480.3242 eV. The spin multiplicity is 1. The structure (SMILES) is CCC.CCC. The calculation puts the energy relative to the best compared isomer or geometry (same formula, charge and spin) at 30.8 kcal per mole.

Below is 2 unconnected molecules or ions with the total composition C6H16 in a non-equilibrium geometry, with properties calculated with ωB97M-V/def2-TZVPD.

Last column: natural (NBO) charge in e.
Geometry (Å):
C: -1.18 0.66 0.68  -0.61
C: -2.17 1.89 0.60  -0.39
C: -3.60 1.45 1.13  -0.61
H: -0.24 0.92 0.18  0.20
H: -1.60 -0.24 0.20  0.20
H: -0.96 0.42 1.74  0.20
H: -1.71 2.70 1.20  0.20
H: -2.29 2.26 -0.43  0.20
H: -3.62 1.06 2.17  0.20
H: -3.98 0.66 0.46  0.20
H: -4.26 2.32 1.06  0.21
C: 2.60 -0.50 -1.87  -0.61
C: 2.64 -1.03 -0.40  -0.39
C: 1.82 -2.26 -0.11  -0.60
H: 3.29 0.35 -1.98  0.21
H: 1.60 -0.19 -2.22  0.20
H: 2.95 -1.33 -2.50  0.20
H: 3.67 -1.29 -0.09  0.19
H: 2.28 -0.22 0.26  0.19
H: 2.11 -3.15 -0.68  0.20
H: 0.78 -2.00 -0.36  0.20
H: 1.87 -2.49 0.97  0.21

The LUMO energy is 1.12 eV. Its molar mass is 88.2 g mol⁻¹. The value obtained for the HOMO energy is -11.3 eV. For the orbital gap, the calculation gives 0.457 hartree. Its energy is -6481.2894 eV. The spin multiplicity is 1. The structure (SMILES) is CCC.CCC. The calculation puts the energy relative to the best compared isomer or geometry (same formula, charge and spin) at 8.5 kcal per mole.

Below is 2 unconnected molecules or ions with the total composition C6H16 in a non-equilibrium geometry, with properties calculated with ωB97M-V/def2-TZVPD.

Last column: natural (NBO) charge in e.
Geometry (Å):
C: 0.90 -0.79 1.34  -0.61
C: 0.49 -1.55 0.08  -0.21
C: 1.63 -1.76 -0.91  -0.61
C: -0.13 -2.90 0.45  -0.61
H: 1.44 -1.41 2.07  0.21
H: -0.03 -0.54 1.84  0.20
H: 1.41 0.14 1.07  0.21
H: -0.30 -1.00 -0.45  0.19
H: 2.33 -2.55 -0.67  0.20
H: 1.19 -1.98 -1.89  0.21
H: 2.19 -0.84 -1.06  0.20
H: 0.71 -3.61 0.51  0.20
H: -0.72 -2.88 1.36  0.21
H: -0.63 -3.31 -0.41  0.21
C: -0.99 3.39 -1.14  -0.61
C: -1.80 3.22 0.17  -0.61
H: -1.63 3.63 -1.99  0.20
H: -0.19 4.11 -1.00  0.20
H: -0.48 2.45 -1.36  0.20
H: -1.94 4.20 0.64  0.20
H: -2.83 2.92 -0.05  0.20
H: -1.27 2.54 0.81  0.21

The LUMO energy is 1.01 eV. Its molar mass is 88.2 g mol⁻¹. The value obtained for the HOMO energy is -11.2 eV. For the orbital gap, the calculation gives 0.450 hartree. Its energy is -6481.2238 eV. The spin multiplicity is 1. The structure (SMILES) is CC(C)C.CC. The calculation puts the energy relative to the best compared isomer or geometry (same formula, charge and spin) at 10.0 kcal per mole.

Below is 2 unconnected molecules or ions with the total composition C6H16 in a non-equilibrium geometry, with properties calculated with ωB97M-V/def2-TZVPD.

Last column: natural (NBO) charge in e.
Geometry (Å):
C: 1.73 -1.95 1.78  -0.61
C: 1.05 -1.21 0.59  -0.42
C: 1.78 -1.81 -0.58  -0.63
H: 2.68 -1.53 2.09  0.20
H: 1.83 -3.02 1.54  0.21
H: 1.19 -1.86 2.76  0.20
H: -0.04 -1.59 0.71  0.20
H: 0.94 -0.07 0.64  0.21
H: 1.43 -2.92 -0.57  0.21
H: 1.32 -1.45 -1.53  0.20
H: 2.85 -1.58 -0.85  0.23
C: -1.90 1.87 0.70  -0.61
C: -1.89 1.33 -0.78  -0.40
C: -0.78 1.87 -1.74  -0.62
H: -1.38 2.84 0.94  0.20
H: -1.52 1.08 1.25  0.20
H: -3.00 1.91 0.95  0.20
H: -1.72 0.26 -0.57  0.20
H: -2.98 1.61 -1.12  0.20
H: 0.02 1.04 -1.90  0.20
H: -1.19 1.95 -2.77  0.21
H: -0.35 2.78 -1.40  0.21

The LUMO energy is 1.09 eV. Its molar mass is 88.2 g mol⁻¹. The value obtained for the HOMO energy is -11.0 eV. For the orbital gap, the calculation gives 0.443 hartree. Its energy is -6479.7077 eV. The spin multiplicity is 1. The structure (SMILES) is CCC.CCC. The calculation puts the energy relative to the best compared isomer or geometry (same formula, charge and spin) at 45.0 kcal per mole.

Question: What is the energy in the fifth record?
Answer: -6480.3242 eV

Question: What is the energy in the fifth record?
Answer: -6480.3242 eV